No. 1
Below is the ion C3H6NOS2 with charge -1 in a non-equilibrium geometry, with properties calculated with ωB97M-V with the def2-TZVPD basis set.

XYZ file:
```
13
Properties=species:S:1:pos:R:3:forces:R:3:mulliken_charge:R:1
C 0.43203 -0.74734 -0.92220 0.7 -1.8 2.8 -0.8545
C 1.44435 -0.07768 0.03078 -2.2 -3.0 0.6 -0.5391
C -0.63075 -0.05119 -0.12841 -2.1 1.7 -0.7 0.2852
N 0.34375 0.08106 0.94390 -0.3 0.3 0.9 -0.1511
O 0.31564 1.24047 1.73758 -0.2 0.3 0.3 -0.3984
S -1.32709 1.51247 -0.88996 0.7 -0.8 0.7 -0.5576
S -2.00062 -1.19356 0.36236 -2.0 1.6 -0.5 -0.3930
H 0.57246 -0.60896 -1.92816 -0.1 0.4 -2.3 0.3506
H 0.29875 -1.78724 -0.60330 0.5 -0.2 -0.8 0.2100
H 2.24996 -0.60883 0.42938 1.3 -1.3 0.7 0.2939
H 1.81148 0.71553 -0.41648 1.5 4.6 -1.9 0.3180
H -0.40934 1.80120 1.37566 0.3 -0.2 -0.5 0.3073
H -3.10063 -0.27592 0.00887 2.0 -1.6 0.6 0.1287
```
Forces are in eV/Å.

**Maximum force**: 5.2 eV/Å
**Net charge**: -1
**HOMO**: -0.11851 Eh
**Energy**: -28414.727 eV
**ΔE to the lowest compared entry with this formula, charge and spin**: 92.20 kJ/mol
**SMILES**: ON1CC[C@@]1([S-])S
**Frontier orbital gap**: 6.776 eV



No. 2
Below is a structure of composition C30H37N2O2S in a non-equilibrium geometry, with properties calculated with ωB97M-V with the def2-TZVPD basis set.

XYZ file:
```
72
Properties=species:S:1:pos:R:3:forces:R:3:mulliken_charge:R:1
C -6.15137 -5.48989 -0.45206 0.3 0.5 0.0 -0.8057
O -5.63522 -4.14380 -0.46267 0.1 0.0 0.1 -0.4237
C -4.31344 -3.83204 -0.43872 0.0 0.0 -0.2 0.7739
C -4.03887 -2.43236 -0.54859 -0.1 -1.0 0.0 -0.8739
C -2.71870 -2.01465 -0.61584 -0.1 0.1 0.4 -0.2445
C -1.66246 -2.93675 -0.53314 -0.1 0.0 -0.4 -0.4462
C -0.26596 -2.50930 -0.94184 0.4 0.9 -2.8 0.1193
C 0.82370 -1.98806 -0.01240 -0.1 0.5 -1.0 -0.1600
S 2.36368 -2.89533 -0.42840 0.2 -0.4 1.0 0.5597
C 2.58078 -4.10588 0.92224 0.4 0.0 0.3 -0.9080
C 2.22443 -4.20716 -1.71212 -0.2 0.3 -0.1 -1.1359
O 0.01101 -2.46954 -2.17734 -0.8 -0.2 3.3 -0.6406
C -1.96364 -4.29317 -0.41695 0.3 0.4 0.1 -0.4130
C -3.26164 -4.77671 -0.35726 -0.9 0.8 0.0 -0.6104
H -7.23266 -5.35218 -0.41691 0.2 -0.1 0.0 0.2501
H -5.88844 -6.02291 -1.37205 0.1 0.1 0.2 0.3395
H -5.83054 -6.03909 0.43944 0.1 0.1 -0.2 0.3264
H -4.89116 -1.73514 -0.62039 0.6 -0.5 0.1 0.4137
H -2.50084 -0.95017 -0.69109 -0.1 -0.2 -0.2 0.4102
H 0.59383 -1.91876 1.04861 0.3 -0.9 0.0 0.9040
H 3.65213 -4.10593 1.16512 -0.4 0.0 0.0 0.3566
H 1.99180 -3.84538 1.80120 0.1 0.1 -0.1 0.3362
H 2.29441 -5.09270 0.54741 0.0 0.3 0.4 0.3237
H 3.25032 -4.26683 -2.11043 -0.5 0.0 0.1 0.4054
H 1.93309 -5.14114 -1.21016 0.0 0.5 -0.5 0.4777
H 1.50572 -3.90848 -2.47559 0.3 0.0 0.0 0.3702
H -1.13255 -4.97038 -0.38152 0.2 -0.5 0.0 0.3749
H -3.47243 -5.84489 -0.26965 0.1 0.4 -0.1 0.4022
C -3.04303 5.74417 4.82692 0.2 -0.4 -0.3 -0.9351
N -3.42536 4.83241 3.76485 -0.6 -0.1 0.4 0.1894
C -4.45436 5.33402 2.87933 0.0 -0.1 -0.2 -0.9714
C -2.58322 3.79417 3.34534 1.2 -1.0 -0.5 -0.2257
C -2.76972 2.46102 3.79511 -0.3 0.6 -0.2 -0.2048
C -2.06113 1.39466 3.25374 0.6 0.2 0.0 -0.8676
C -1.00448 1.61245 2.32265 -0.8 0.9 1.0 0.0261
C -0.32290 0.50491 1.70478 1.5 -0.4 -0.5 0.0796
C 0.84975 0.56396 0.97098 -0.9 1.3 2.2 -1.0408
C 1.11060 -0.10596 -0.28169 -1.1 -2.2 -1.6 1.5330
C 2.37323 0.30077 -0.98341 1.2 -0.6 -0.1 -0.6147
C 2.77430 -0.38005 -2.16965 -0.1 1.2 0.2 -0.7884
C 3.80860 0.12294 -2.95740 -0.1 -0.3 0.2 -0.6414
C 4.43051 1.38028 -2.69780 -1.3 -0.2 0.6 1.0755
N 5.21067 1.98983 -3.64165 0.5 -1.2 -0.3 0.0802
C 5.47508 3.41657 -3.69728 0.0 -0.8 0.3 -1.0680
C 6.03557 1.14186 -4.50524 0.6 0.0 -0.5 -0.8810
C 4.07680 1.98988 -1.46918 0.5 -0.4 -0.1 -0.7476
C 3.22817 1.36269 -0.55239 -1.0 0.1 -0.5 -0.7381
C -0.76491 2.95513 1.93379 0.3 -0.6 0.2 -0.8218
C -1.52096 4.00543 2.44003 -0.3 -0.1 0.1 -0.1844
H -2.28306 5.24281 5.44500 -0.3 0.4 0.0 0.2906
H -2.63279 6.68527 4.40957 -0.1 -0.2 0.4 0.2920
H -3.94430 5.95402 5.42402 0.4 0.1 0.0 0.3239
H -4.73805 4.58480 2.13026 0.1 0.1 0.2 0.2961
H -5.34717 5.57883 3.46038 0.0 0.0 0.0 0.3290
H -4.15455 6.24984 2.35268 0.1 0.0 -0.1 0.3390
H -3.52886 2.31500 4.56524 0.1 -0.2 -0.3 0.4292
H -2.30052 0.37974 3.58513 0.1 0.3 -0.1 0.3670
H -0.70732 -0.47649 1.93003 -1.1 -0.3 -0.8 0.3196
H 1.59268 1.24469 1.45287 -0.7 0.0 -1.4 0.4428
H 0.20561 -0.13740 -1.02883 1.8 0.8 1.4 0.4197
H 2.19013 -1.24896 -2.51938 0.3 0.6 0.1 0.6231
H 4.09731 -0.43582 -3.83921 -0.3 0.1 0.1 0.2386
H 4.55581 3.94402 -3.46110 0.0 0.2 0.0 0.3927
H 6.27580 3.71799 -3.01068 0.0 0.1 -0.1 0.3297
H 5.76456 3.61393 -4.72778 0.0 0.3 0.1 0.3249
H 5.73757 0.06840 -4.52166 0.2 1.1 0.1 0.2393
H 5.96845 1.53105 -5.53242 0.0 -0.3 0.2 0.3343
H 7.12491 1.16449 -4.24295 -0.8 0.1 0.1 0.2997
H 4.53612 2.94635 -1.22780 0.0 -0.3 0.2 0.4348
H 3.16142 1.79815 0.46071 -0.2 -0.1 -0.9 0.3313
H 0.05289 3.13074 1.22983 -0.4 0.1 0.1 0.4762
H -1.31480 5.01597 2.10537 0.0 0.0 0.0 0.3918
```
Forces are in eV/Å.

**Maximum force**: 3.4 eV/Å
**Net charge**: +1
**HOMO**: -0.35858 Eh
**Energy**: -49608.921 eV
**ΔE to the lowest compared entry with this formula, charge and spin**: 20.74 kJ/mol
**Frontier orbital gap**: 6.500 eV



Which of these has the highest frontier orbital gap? C3H6NOS2



The lowest frontier orbital gap belongs to which entry? C30H37N2O2S



Which value of HOMO does entry 2 give? -0.35858 Eh



Look up the net charge of the first one. -1